A 3-piece molecular cluster, C4H14NO2 overall in a non-equilibrium geometry. Source: OMol25; level of theory: ωB97M-V/def2-TZVPD.

XYZ file:
```
21
Properties=species:S:1:pos:R:3
O -3.549 -1.712 0.548
O -1.654 1.010 1.782
N -0.583 0.125 -0.546
C 0.533 -0.708 0.197
C 2.526 0.255 -1.044
C 2.357 1.182 -1.977
C 1.771 0.142 0.255
H -1.322 -0.509 -0.813
H 1.745 2.053 -1.738
H 2.431 -0.190 1.054
H -2.910 -2.120 1.144
H 0.576 -1.519 -0.537
H 2.842 1.151 -2.941
H 0.049 -0.994 1.123
H -0.076 0.619 -1.278
H -2.321 0.365 2.106
H -4.339 -2.224 0.747
H -0.986 0.716 0.210
H 3.263 -0.518 -1.244
H 1.422 1.144 0.530
H -1.774 1.730 2.422
```

Values from the calculation:
**Max |F|**: 0.052 Eh/bohr
**Charge**: +1
**LUMO level**: -0.1112 hartree
**ΔE to the lowest compared entry with this formula, charge and spin**: 32.6 kcal per mole
**Calculated total energy**: -9953.34916 eV

Calculated atomic charges, method Mulliken, unit e: atom 1 (O): -0.624, atom 2 (O): -0.618, atom 3 (N): -0.257, atom 4 (C): -0.462, atom 5 (C): -0.018, atom 6 (C): -0.790, atom 7 (C): -0.860, atom 8 (H): 0.336, atom 9 (H): 0.303, atom 10 (H): 0.385, atom 11 (H): 0.316, atom 12 (H): 0.440, atom 13 (H): 0.264, atom 14 (H): 0.344, atom 15 (H): 0.285, atom 16 (H): 0.294, atom 17 (H): 0.314, atom 18 (H): 0.328, atom 19 (H): 0.320, atom 20 (H): 0.395, atom 21 (H): 0.301